[1]
14
Properties=species:S:1:pos:R:3:nbo_charge:R:1 method="wB97M-V/def2-TZVPD" gap_ev=10.265 total_charge=0 e_lumo_ha=0.027 e_above_lowest_ev=6.245 smiles="O=C1NOC[C@]12CN2"
C 1.111 0.406 0.315 0.662
C -0.506 -0.277 -1.332 -0.068
C -0.214 -0.342 0.098 -0.097
C -1.065 -0.168 1.285 -0.201
H 1.534 2.092 -0.839 0.386
H -1.654 -0.644 -1.502 0.232
H 0.393 -1.001 -1.979 0.177
H -0.569 0.423 2.162 0.206
H -2.089 0.203 1.001 0.210
H 0.338 -1.730 1.397 0.392
N 1.353 0.919 -1.078 -0.358
N -0.472 -1.330 0.910 -0.575
O 1.926 0.431 1.201 -0.553
O -0.086 1.018 -1.639 -0.413

***

[2]
98
Properties=species:S:1:pos:R:3:mulliken_charge:R:1 method="wB97M-V/def2-TZVPD" gap_ev=8.496 total_charge=-1 e_lumo_ha=0.051
C 6.080 2.800 2.015 -0.967
C 5.349 1.574 2.559 -0.284
O 3.948 1.801 2.717 -0.430
C 3.120 1.007 1.916 -0.423
C 3.085 1.514 0.481 -0.680
O 1.996 0.925 -0.236 -0.360
C 2.297 -0.058 -1.151 1.246
C 3.097 -1.225 -0.635 -1.635
F 3.014 0.544 -2.195 -0.414
O 1.094 -0.514 -1.660 0.012
C 0.419 0.350 -2.570 -1.534
C -1.046 -0.073 -2.622 2.543
C -1.946 1.128 -2.874 -1.469
C -1.538 2.015 -4.018 -0.038
N -1.937 3.196 -4.238 -0.749
O -1.434 -1.000 -3.642 -0.400
C -1.058 -2.378 -3.690 1.299
C -2.175 -2.973 -4.559 -0.951
C -2.015 -4.395 -5.001 -0.242
N -2.218 -4.728 -6.206 -0.621
C -0.992 -3.082 -2.329 -1.506
C -2.244 -2.918 -1.452 0.036
C -1.929 -3.042 0.046 -0.985
C -1.652 -1.720 0.769 -0.603
C -2.801 -0.706 0.654 1.185
C -3.243 -0.125 1.996 -1.079
C -4.509 0.721 1.904 -1.179
C -5.733 -0.012 1.334 -0.723
C -5.946 -1.441 1.831 -0.341
C -7.027 -2.182 1.024 -1.009
C -6.450 -3.256 0.120 -0.107
O -6.134 -4.385 0.912 -0.388
C -5.431 -5.392 0.215 -0.663
P 0.509 -2.669 -4.643 0.402
O 0.470 -2.340 -6.086 -0.744
H 5.355 3.571 1.753 0.232
H 6.658 2.550 1.123 0.334
H 6.761 3.230 2.749 0.276
H 5.735 1.291 3.542 0.427
H 5.494 0.710 1.898 0.222
H 2.108 1.074 2.328 0.193
H 3.433 -0.045 1.961 0.377
H 2.916 2.592 0.502 0.409
H 4.029 1.339 -0.043 0.361
H 2.977 -2.064 -1.321 0.411
H 4.151 -0.965 -0.560 0.410
H 2.713 -1.521 0.342 0.296
H 0.479 1.379 -2.202 0.623
H 0.884 0.324 -3.559 0.405
H -1.284 -0.461 -1.628 -1.575
H -2.031 1.719 -1.956 0.621
H -2.944 0.739 -3.104 0.473
H -0.849 1.590 -4.752 0.443
H -2.575 3.512 -3.503 0.240
H -3.094 -2.877 -3.972 0.529
H -2.283 -2.362 -5.458 0.365
H -1.747 -5.136 -4.237 0.383
H -2.090 -5.730 -6.331 0.277
H -0.855 -4.149 -2.536 0.788
H -0.111 -2.769 -1.767 -0.078
H -2.707 -1.949 -1.668 0.286
H -2.991 -3.669 -1.725 0.430
H -1.055 -3.692 0.164 0.537
H -2.762 -3.538 0.554 -0.020
H -1.507 -1.954 1.830 0.723
H -0.705 -1.288 0.427 -0.206
H -3.665 -1.202 0.196 -0.526
H -2.527 0.113 -0.019 -0.217
H -3.407 -0.958 2.691 0.518
H -2.431 0.471 2.424 0.436
H -4.744 1.143 2.887 0.467
H -4.303 1.579 1.253 0.326
H -6.628 0.569 1.575 0.500
H -5.665 -0.028 0.239 0.313
H -5.017 -2.013 1.753 0.209
H -6.205 -1.434 2.894 0.426
H -7.745 -2.657 1.695 0.321
H -7.582 -1.475 0.398 0.467
H -5.535 -2.881 -0.367 0.018
H -7.156 -3.535 -0.674 0.493
H -4.357 -5.332 0.424 0.191
H -5.798 -6.366 0.543 0.284
H -5.582 -5.313 -0.867 0.320
H 1.533 -2.044 -3.927 -0.045
H 0.731 -4.028 -4.332 0.101
B 7.613 6.698 4.746 1.129
O 7.167 6.134 3.456 -0.549
C 5.890 6.410 3.256 0.695
O 5.232 6.077 2.314 -0.630
C 5.394 7.227 4.478 0.496
O 4.286 7.647 4.638 -0.602
O 6.420 7.363 5.302 -0.501
O 8.126 5.648 5.645 -0.505
C 9.381 5.905 5.976 0.577
O 10.081 5.246 6.688 -0.605
C 9.785 7.224 5.266 0.600
O 10.851 7.761 5.337 -0.601
O 8.735 7.637 4.574 -0.501

***

[3]
61
Properties=species:S:1:pos:R:3:nbo_charge:R:1 method="wB97M-V/def2-TZVPD" gap_ev=5.849 total_charge=-3 e_lumo_ha=0.231
Y 0.427 0.275 0.221 2.007
S 2.611 3.205 0.362 2.601
O 2.410 4.160 -0.767 -1.101
O 2.308 3.951 1.618 -1.094
O 1.586 2.102 0.254 -1.137
O 3.953 2.608 0.337 -1.061
S 1.471 -1.659 -1.789 2.593
O 2.862 -2.102 -1.676 -1.044
O 0.757 -2.361 -2.860 -1.062
O 0.749 -1.812 -0.475 -1.124
O 1.428 -0.155 -1.855 -1.076
S -1.158 0.336 2.688 2.588
O -1.077 1.368 1.589 -1.099
O -0.214 -0.699 2.126 -1.100
O -0.621 0.920 3.916 -1.038
O -2.541 -0.121 2.864 -1.057
C 3.399 2.139 4.508 -0.623
C 3.197 1.513 3.139 -0.116
O 3.440 0.103 3.215 -0.499
C 3.036 -0.635 2.209 1.045
O 2.560 -0.242 1.166 -0.648
O 3.265 -1.912 2.536 -0.515
C 2.778 -2.895 1.610 -0.270
H 4.464 2.100 4.763 0.171
H 2.751 1.721 5.281 0.200
H 3.125 3.192 4.417 0.233
H 3.839 2.015 2.414 0.245
H 2.201 1.740 2.751 0.243
H 3.267 -3.821 1.915 0.150
H 3.027 -2.659 0.582 0.250
H 1.697 -2.959 1.733 0.208
C -2.090 -4.747 -1.348 -0.619
C -1.805 -3.382 -0.804 -0.096
O -3.074 -2.735 -0.519 -0.521
C -2.940 -1.434 -0.271 1.024
O -1.895 -0.863 -0.240 -0.611
O -4.143 -0.873 -0.127 -0.514
C -4.123 0.531 0.110 -0.267
H -2.695 -4.693 -2.262 0.191
H -2.703 -5.373 -0.687 0.185
H -1.149 -5.244 -1.575 0.221
H -1.269 -2.786 -1.541 0.243
H -1.179 -3.376 0.086 0.217
H -5.133 0.798 0.423 0.163
H -3.877 1.060 -0.816 0.165
H -3.429 0.829 0.892 0.271
C -2.529 -0.414 -3.784 -0.635
C -1.163 0.213 -3.791 -0.083
O -1.231 1.634 -3.614 -0.511
C -0.957 2.080 -2.388 1.048
O -0.799 1.372 -1.427 -0.671
O -0.943 3.394 -2.376 -0.498
C -0.583 4.017 -1.116 -0.274
H -3.110 -0.124 -2.910 0.212
H -2.379 -1.500 -3.818 0.222
H -3.107 -0.236 -4.699 0.178
H -0.686 0.038 -4.756 0.173
H -0.510 -0.210 -3.035 0.267
H -0.259 3.318 -0.351 0.265
H -1.457 4.568 -0.750 0.146
H 0.224 4.719 -1.300 0.236

***

[4]
69
Properties=species:S:1:pos:R:3:nbo_charge:R:1 method="wB97M-V/def2-TZVPD" gap_ev="6.029 / 6.009" total_charge=0 e_lumo_ha="-0.028 / -0.032" e_above_lowest_ev=0.000
W 0.631 0.651 0.979 1.187
C -4.273 0.261 -4.272 -0.627
C -3.042 0.140 -3.417 -0.026
C -2.263 -1.016 -3.424 -0.210
C -1.182 -1.143 -2.582 -0.178
C -0.772 -0.124 -1.702 0.113
N 0.237 -0.387 -0.783 -0.705
C 1.343 -1.129 -1.226 0.234
C 1.979 -0.854 -2.441 -0.247
C 3.180 -1.451 -2.770 -0.179
C 3.819 -2.339 -1.903 -0.024
C 5.187 -2.879 -2.213 -0.629
C 3.182 -2.642 -0.711 -0.204
C 1.958 -2.067 -0.395 0.062
N 1.341 -2.395 0.843 -0.140
C 1.345 -3.578 1.482 0.002
C 0.693 -3.408 2.685 -0.317
C 0.346 -2.057 2.714 -0.005
N 0.733 -1.456 1.593 -0.273
C -1.520 1.062 -1.755 0.139
C -2.653 1.156 -2.566 -0.223
N -1.185 2.247 -1.022 -0.163
C -1.513 3.509 -1.367 0.009
C -1.170 4.344 -0.330 -0.314
C -0.626 3.505 0.639 0.021
N -0.632 2.244 0.212 -0.317
H -4.109 -0.169 -5.260 0.222
H -4.566 1.302 -4.402 0.216
H -5.117 -0.267 -3.822 0.221
H -2.525 -1.837 -4.079 0.216
H -0.614 -2.065 -2.576 0.220
H 1.538 -0.120 -3.104 0.228
H 3.662 -1.182 -3.702 0.221
H 5.299 -3.085 -3.278 0.217
H 5.385 -3.799 -1.663 0.214
H 5.953 -2.154 -1.931 0.241
H 3.661 -3.298 0.007 0.222
H 1.776 -4.449 1.020 0.237
H 0.501 -4.152 3.436 0.242
H -0.160 -1.494 3.480 0.231
H -3.256 2.053 -2.521 0.212
H -1.951 3.725 -2.324 0.235
H -1.278 5.413 -0.291 0.245
H -0.183 3.735 1.595 0.249
Br 0.134 3.316 5.400 0.093
C -1.170 2.275 4.534 -0.189
C -2.472 2.219 5.049 -0.201
C -3.449 1.475 4.439 -0.141
Br -5.187 1.433 5.190 0.060
C -3.161 0.738 3.267 -0.033
C -4.066 -0.089 2.564 -0.125
C -3.641 -0.783 1.465 -0.260
C -2.307 -0.662 1.042 0.084
N -1.450 0.122 1.659 -0.463
C -1.847 0.818 2.763 0.070
C -0.820 1.591 3.381 0.362
O 0.371 1.555 2.870 -0.724
H -2.699 2.773 5.949 0.244
H -5.086 -0.173 2.912 0.236
H -4.309 -1.430 0.915 0.233
H -1.930 -1.217 0.193 0.229
S 2.033 2.040 -0.459 0.026
C 3.651 1.420 -0.379 -0.294
C 4.546 1.739 -1.443 0.268
N 5.242 2.003 -2.320 -0.302
C 4.001 0.631 0.657 -0.281
S 2.851 0.318 1.915 0.068
C 5.294 0.032 0.753 0.271
N 6.313 -0.495 0.834 -0.305

***

[5]
65
Properties=species:S:1:pos:R:3:nbo_charge:R:1 method="wB97M-V/def2-TZVPD" gap_ev="6.257 / 6.262" total_charge=-2 e_lumo_ha="0.143 / 0.143" multiplicity=6 s_squared=8.756 e_above_lowest_ev=0.000
Sm 0.319 -0.008 -0.529 2.008
C -3.944 4.628 -1.164 -0.256
O -3.224 3.347 -1.297 -0.498
C -3.752 2.207 -0.772 0.231
C -5.088 2.185 -0.391 -0.314
C -5.706 0.999 -0.018 -0.286
C -5.000 -0.192 0.014 -0.191
C -3.599 -0.171 -0.245 -0.231
C -2.883 -1.397 -0.013 0.085
N -1.559 -1.635 0.088 -0.330
N -1.165 -2.780 0.616 -0.463
C 0.149 -3.061 0.393 0.587
O 0.989 -2.223 -0.090 -0.758
C 0.568 -4.396 0.905 -0.107
C -0.393 -5.268 1.403 -0.155
C -0.046 -6.546 1.894 -0.236
C 1.221 -7.040 1.701 -0.228
C 2.228 -6.201 1.238 -0.241
C 1.914 -4.893 0.868 -0.167
C -2.912 1.009 -0.651 0.457
O -1.660 1.067 -0.847 -0.791
H -4.160 4.851 -0.115 0.172
H -4.851 4.628 -1.796 0.175
H -3.225 5.371 -1.506 0.199
H -5.607 3.121 -0.348 0.195
H -6.751 0.988 0.215 0.188
H -5.519 -1.092 0.402 0.197
H -3.484 -2.255 0.176 0.157
H -1.413 -4.995 1.435 0.236
H -0.794 -7.217 2.298 0.195
H 1.437 -8.076 1.978 0.193
H 3.262 -6.586 1.147 0.203
H 2.708 -4.200 0.608 0.229
C -0.192 0.972 4.117 -0.712
C 0.537 0.516 2.853 0.615
O -0.144 0.214 1.823 -0.602
C 1.998 0.582 2.808 -0.283
C 2.742 0.289 3.934 -0.154
C 4.132 0.480 3.916 -0.302
C 4.790 0.810 2.723 -0.165
C 4.059 1.039 1.581 -0.298
C 2.647 0.963 1.541 0.435
O 2.017 1.149 0.371 -0.796
H -1.294 1.006 3.951 0.247
H 0.230 1.960 4.505 0.233
H 0.021 0.300 4.975 0.226
H 2.228 -0.076 4.819 0.201
H 4.774 0.280 4.762 0.195
H 5.876 0.973 2.806 0.202
H 4.544 1.327 0.639 0.227
O 2.550 3.184 -6.745 -0.758
C 2.609 3.792 -5.657 0.718
O 3.184 4.845 -5.353 -0.766
C 1.942 3.096 -4.511 -0.071
C 1.619 3.749 -3.327 -0.237
C 1.045 2.981 -2.337 0.040
N 0.855 1.646 -2.375 -0.528
C 1.066 1.030 -3.549 0.103
C 1.636 1.737 -4.661 -0.183
C 0.806 -0.438 -3.678 0.739
O 0.869 -0.842 -4.864 -0.680
O 0.544 -1.130 -2.617 -0.782
H 1.793 4.808 -3.115 0.230
H 0.662 3.427 -1.384 0.183
H 1.796 1.165 -5.550 0.269

***

Copy entry 1 word for word.
14
Properties=species:S:1:pos:R:3:nbo_charge:R:1 method="wB97M-V/def2-TZVPD" gap_ev=10.265 total_charge=0 e_lumo_ha=0.027 e_above_lowest_ev=6.245 smiles="O=C1NOC[C@]12CN2"
C 1.111 0.406 0.315 0.662
C -0.506 -0.277 -1.332 -0.068
C -0.214 -0.342 0.098 -0.097
C -1.065 -0.168 1.285 -0.201
H 1.534 2.092 -0.839 0.386
H -1.654 -0.644 -1.502 0.232
H 0.393 -1.001 -1.979 0.177
H -0.569 0.423 2.162 0.206
H -2.089 0.203 1.001 0.210
H 0.338 -1.730 1.397 0.392
N 1.353 0.919 -1.078 -0.358
N -0.472 -1.330 0.910 -0.575
O 1.926 0.431 1.201 -0.553
O -0.086 1.018 -1.639 -0.413